# 1
19
Properties=species:S:1:pos:R:3 method="wB97M-V/def2-TZVPD" smiles="C[C@@H](N)CC(=O)O.O" gap_ev=10.20 energy_ha=-439.49089 max_force_ev_per_a=2.1
O -0.7690 1.9993 -1.0255
O 0.3293 1.1917 -2.7795
O -0.3180 2.3665 2.2954
N 1.5398 -1.3796 0.0266
C -0.7018 -1.2470 1.1492
C -0.3610 -0.4042 -1.1955
C 0.3365 -0.5861 0.1790
C -0.3233 1.0466 -1.5926
H 0.0951 -0.9521 -1.9940
H 0.3400 1.6592 2.2396
H -0.7357 2.4110 1.4276
H -1.4173 -0.6307 -1.0930
H -1.7477 -0.9597 1.0192
H 1.4889 -2.2514 -0.4727
H -0.4934 -2.3182 1.0886
H 0.6899 0.3378 0.5905
H 2.0041 -1.4624 0.9206
H 0.4812 2.1326 -2.9476
H -0.4379 -0.9532 2.1642

***

# 2
24
Properties=species:S:1:pos:R:3 method="wB97M-V/def2-TZVPD" charge=+1 gap_ev=11.07 energy_ha=-404.99358 max_force_ev_per_a=6.5
O -0.1473 1.2823 2.0154
O -1.8265 1.3628 -4.3457
N -1.3368 -0.2575 0.5325
C 1.1517 1.3416 1.5802
C 1.0814 -0.3421 -0.3138
C 1.3019 1.1672 0.0763
C -0.0091 -0.9997 0.7180
C -0.1795 -2.4160 0.1399
H -1.5114 -0.1583 -0.5300
H 2.3296 1.6834 -0.2504
H -0.4141 -2.2743 -0.9319
H 0.8036 -2.9757 0.0526
H 0.8859 -0.4214 -1.4141
H -0.2542 1.3172 2.9523
H -0.7120 -3.4287 0.5717
H 1.8458 0.5760 1.9675
H 1.3627 2.4568 1.9753
H 0.6334 1.9327 -0.5488
H 1.9783 -0.9088 -0.0997
H -1.2699 0.7324 1.1557
H -1.9214 1.5736 -3.5067
H 0.4491 -0.8942 1.7006
H -2.0838 -0.8454 0.9230
H -2.1574 0.4960 -4.4197

***

# 3
78
Properties=species:S:1:pos:R:3 method="wB97M-V/def2-TZVPD" gap_ev="6.06 / 6.06" energy_ha=-3302.06869 max_force_ev_per_a=2.6
Tl -0.2692 1.2850 -0.7369
Cl -0.1765 1.0585 -3.3128
Cl -2.7019 0.9372 -0.8494
Cl 1.9195 2.4286 -0.7894
Si -0.4771 3.1240 -3.9026
O 3.6179 -0.7811 0.0920
O -0.5077 2.6217 1.3584
O -0.0098 -1.2235 -2.0271
N 3.5786 -0.6163 4.3736
N 3.0114 -2.1984 -1.6242
N -0.0038 -0.1212 1.1978
N -0.4064 4.8470 1.8087
C -1.4583 3.9877 -2.5830
C 3.4090 -1.9132 -0.3444
C 0.3263 -3.1562 0.0597
C 1.1607 -0.1080 1.8547
C -1.0313 3.7543 1.3494
C 3.0219 -1.1716 -2.6461
C -1.4400 -2.2318 -4.3335
C 0.4241 -4.0285 1.1427
C -2.0743 -3.4339 0.0418
C 2.9521 -3.5736 -2.1022
C -1.0795 -0.6668 1.7679
C -1.0507 -2.9487 -3.0831
C -0.4037 -5.0509 -4.2596
C -0.5767 -4.2051 -3.0490
C 1.2047 3.8778 -4.0968
C -1.0886 6.1267 1.8435
C -1.0261 -1.3034 3.0034
C -1.4204 3.1676 -5.5018
C -1.0297 -2.0777 -1.8280
C -0.7255 -4.6265 1.6610
C 0.9355 4.7844 2.3676
C 2.5605 -0.6606 3.7976
C 0.1836 -1.3269 3.6814
C 1.2979 -0.7031 3.1078
C -1.9784 -4.3306 1.1074
C -0.9223 -2.8735 -0.5009
H -1.2496 6.4591 2.8799
H 3.6618 -3.7271 -2.9321
H 1.1656 4.9480 -4.3444
H 0.2815 -1.8128 4.6542
H 1.7585 3.7655 -3.1587
H 3.1955 -4.2485 -1.2701
H -2.8835 -4.7788 1.5204
H -2.0476 3.9291 0.9562
H 1.3128 3.7641 2.2762
H 0.9070 5.1011 3.4206
H -1.9294 -1.7868 3.3874
H -2.0152 -0.5917 1.2013
H -0.3272 -4.6632 -2.0890
H -1.6714 4.2033 -5.7660
H -1.0425 4.9892 -2.4064
H 1.1990 -2.6673 -0.3734
H -1.3505 -5.4957 -4.6025
H 0.0336 -4.4893 -5.0994
H -2.3579 2.6061 -5.4222
H 3.5062 -2.8290 0.2761
H -1.4909 3.4712 -1.6180
H -1.9891 -1.5095 -1.7924
H -1.8156 -2.9471 -5.0741
H -0.6560 -5.3328 2.4903
H -0.5755 -1.6973 -4.7617
H 2.0977 -1.2388 -3.2318
H 1.9887 0.4000 1.3576
H -0.4977 6.8942 1.3248
H 1.7604 3.3800 -4.8981
H 1.9384 -3.8040 -2.4700
H -2.0601 6.0216 1.3492
H 3.0903 -0.1914 -2.1696
H -2.5022 4.1044 -2.9028
H 1.5882 5.4810 1.8213
H -3.0351 -3.1544 -0.4050
H 0.2718 -5.8726 -3.9998
H 1.4067 -4.2253 1.5809
H -0.8286 2.7534 -6.3239
H 3.8760 -1.3350 -3.3218
H -2.2262 -1.4951 -4.1172

***

# 4
16
Properties=species:S:1:pos:R:3 method="wB97M-V/def2-TZVPD" gap_ev=7.50 energy_ha=-1117.11555 max_force_ev_per_a=4.9
S 0.9427 1.7615 1.1158
S -2.9671 1.3698 -0.4485
N -1.5482 1.6686 0.0583
N 0.7181 -1.3167 -1.0636
N -1.0975 -1.9731 0.3033
C -0.0540 -1.8450 -0.2649
C -1.5924 -2.0917 1.5654
C 2.2198 1.2018 0.0271
C -0.3662 1.7838 0.0375
H 1.5262 -1.6292 -1.4243
H 2.2190 1.7539 -0.8161
H -1.9206 -1.1377 1.8361
H -2.5120 -2.6898 1.4866
H -0.9225 -2.5708 2.2378
H 1.9304 0.1491 -0.2383
H 3.2181 1.0621 0.5623